1.
78
Properties=species:S:1:pos:R:3:lowdin_charge:R:1 method="wB97M-V/def2-TZVPD" charge=0 homo_ev=-9.6 homo_lumo_gap_ev=9.5856 spin_multiplicity=1 lumo_ev=0.0
N -3.2703 -1.6675 0.2740 0.314
H -3.9823 -1.6252 -0.4411 0.148
H -2.8095 -0.7803 0.4178 0.107
H -2.5980 -2.3831 0.0370 0.064
H -3.6684 -2.0004 1.1404 0.103
Cl 0.3014 -0.5278 -0.1188 0.572
O 0.3082 -1.6050 0.8317 -0.381
O -0.4653 -0.9644 -1.1979 -0.364
O -0.4203 0.5804 0.4962 -0.374
O 1.6231 -0.2639 -0.4652 -0.305
C -3.5639 -0.8766 6.2317 -0.092
O -3.5160 0.1466 5.1928 -0.248
P -2.4796 -0.1207 3.8854 0.504
O -2.8773 -1.2637 2.9943 -0.274
O -1.0348 -0.2010 4.5456 -0.200
C -0.0411 -1.2276 4.2084 -0.051
O -2.4931 1.3590 3.2144 -0.214
C -3.5663 1.7405 2.3085 -0.088
H -4.6073 -1.1859 6.2928 0.086
H -3.2258 -0.4651 7.1827 0.088
H -2.9509 -1.7371 5.9638 0.076
H -0.5016 -2.1440 3.8392 0.056
H 0.4908 -1.5829 5.0910 0.086
H 0.7505 -0.8758 3.5468 0.092
H -3.1081 1.9426 1.3403 0.084
H -4.0901 2.5811 2.7635 0.093
H -4.3488 1.0385 2.0205 0.076
C 0.3968 8.2354 -0.8298 -0.148
O 0.1402 7.3781 0.2344 -0.197
P 0.9681 6.0076 0.2459 0.484
O 2.4520 6.1257 -0.0129 -0.266
O 0.5851 5.3173 1.7011 -0.242
C 1.4467 5.4177 2.8524 -0.091
O 0.0809 5.0706 -0.7143 -0.226
C 0.3361 3.7236 -1.0200 -0.093
H 0.4954 9.1971 -0.3263 0.086
H -0.4316 8.6200 -1.4247 0.088
H 1.2930 8.0435 -1.4198 0.093
H 2.4429 5.7797 2.5983 0.084
H 1.5160 4.3526 3.0737 0.083
H 0.9233 5.8128 3.7230 0.084
H -0.1433 3.1135 -0.2544 0.077
H 1.4171 3.5954 -1.0752 0.079
H -0.0916 3.4541 -1.9857 0.094
C 0.9871 -0.5720 -4.3083 -0.137
O 1.2825 0.4984 -5.1480 -0.186
P 2.7491 0.8921 -5.6845 0.406
O 2.8745 1.2178 -7.1409 -0.252
O 3.3107 2.0804 -4.7836 -0.228
C 3.3239 2.0715 -3.3264 -0.038
O 3.6152 -0.3653 -5.2612 -0.232
C 5.0184 -0.3934 -5.2503 -0.103
H 0.9875 -0.3995 -3.2320 0.058
H 1.5808 -1.4777 -4.4324 0.087
H -0.0207 -0.9182 -4.5374 0.092
H 2.9951 2.9966 -2.8528 0.082
H 4.3744 1.8153 -3.1889 0.090
H 2.6331 1.3006 -2.9850 0.071
H 5.4313 -0.2106 -4.2582 0.089
H 5.3644 0.2698 -6.0432 0.093
H 5.4306 -1.3433 -5.5906 0.087
C -0.7894 -7.7629 -0.7704 -0.048
O -1.6358 -6.5492 -0.8148 -0.233
P -1.3929 -5.1584 0.0294 0.496
O -2.5237 -4.2337 -0.1967 -0.237
O -1.0814 -5.5950 1.5564 -0.211
C -0.6070 -4.7414 2.5507 -0.123
O 0.1106 -4.7691 -0.3741 -0.202
C 0.2394 -4.1631 -1.5801 -0.159
H -1.4622 -8.6147 -0.8696 0.089
H -0.2520 -7.7949 0.1774 0.081
H -0.0346 -7.7296 -1.5560 0.084
H -0.2421 -3.7531 2.2710 0.062
H 0.2876 -5.1373 3.0315 0.099
H -1.4347 -4.5350 3.2291 0.092
H 0.7627 -4.9151 -2.1707 0.094
H 1.0194 -3.4450 -1.3270 0.094
H -0.5841 -3.7004 -2.1240 0.101

=====

2.
100
Properties=species:S:1:pos:R:3:mulliken_spin:R:1 method="wB97M-V/def2-TZVPD" charge=-2 homo_ev="0.1 / -1.3" homo_lumo_gap_ev="4.1159 / 5.5126" spin_multiplicity=3 lumo_ev="4.2 / 4.2" s2=2.02
Ti -0.2792 -0.0629 -0.4658 1.067
C 1.4343 1.2141 2.9751 -0.039
C 0.1843 0.9533 2.1921 0.213
N -0.0410 -0.2486 1.5749 0.261
N 0.3345 -1.4223 2.2900 0.117
C 1.4768 -1.9975 2.4498 -0.030
N 1.3212 -3.1979 3.2053 0.010
S 3.1467 -1.7362 1.9221 0.008
C -0.8877 1.8958 2.3089 0.088
C -0.6749 3.1724 2.9197 0.102
C -1.7322 4.0145 3.1672 -0.040
C -3.0271 3.6345 2.8038 0.187
C -3.1444 2.4118 2.1470 -0.101
N -2.1522 1.5759 1.8965 0.120
H 2.1919 0.4718 2.7522 0.006
H 1.2482 1.2089 4.0588 0.009
H 1.8517 2.1962 2.7243 0.016
H 0.4817 -3.1671 3.7661 -0.002
H 2.1650 -3.4179 3.7095 -0.001
H 0.3258 3.4765 3.1879 0.030
H -1.5544 4.9771 3.6394 -0.002
H -3.8892 4.2663 2.9757 0.011
H -4.1243 2.0884 1.7907 0.000
C -4.0630 2.3706 -5.4026 0.000
C -2.6205 2.6144 -5.0189 -0.001
C -1.9302 3.6285 -5.9032 0.000
O -1.8960 1.3971 -5.0867 0.000
C -1.6395 0.9491 -3.7492 0.004
C -1.6398 2.2491 -2.9444 0.007
O -2.5792 3.0522 -3.6727 0.000
C -2.0182 2.1652 -1.4332 -0.016
O -0.9139 1.6640 -0.7878 0.113
C -3.2688 1.2524 -1.2869 0.016
C -4.4897 1.5992 -1.8736 -0.004
C -5.5802 0.7344 -1.8526 0.000
C -5.4729 -0.5129 -1.2574 0.001
C -4.2676 -0.8823 -0.6803 -0.003
C -3.1948 -0.0047 -0.6894 0.066
C -2.2284 3.6221 -0.9497 -0.011
C -1.0811 4.4157 -0.8922 0.003
C -1.1383 5.7393 -0.4846 0.007
C -2.3539 6.3048 -0.1120 0.006
C -3.4922 5.5195 -0.1347 -0.007
C -3.4256 4.1870 -0.5423 -0.001
C -0.3724 0.0822 -3.6610 0.003
O -0.3589 -0.3825 -2.3713 -0.088
C -0.5155 -1.1756 -4.5652 -0.004
C 0.5160 -1.6804 -5.3458 -0.002
C 0.3945 -2.9078 -5.9979 0.000
C -0.7611 -3.6577 -5.8697 0.000
C -1.7934 -3.1768 -5.0667 0.000
C -1.6641 -1.9574 -4.4203 -0.002
C 0.8589 0.9179 -4.0482 -0.009
C 1.0308 1.3817 -5.3534 -0.001
C 2.0989 2.2069 -5.6887 0.000
C 3.0202 2.5843 -4.7167 0.000
C 2.8636 2.1188 -3.4234 0.010
C 1.7930 1.2921 -3.0924 0.006
H -4.1228 2.0546 -6.4471 0.000
H -4.6463 3.2858 -5.2672 0.000
H -4.4797 1.5869 -4.7671 0.000
H -1.9164 3.2766 -6.9388 0.000
H -0.9012 3.7605 -5.5624 0.000
H -2.4539 4.5858 -5.8526 0.000
H -2.4589 0.3234 -3.4013 0.001
H -0.6559 2.7229 -2.9681 -0.004
H -4.5780 2.5475 -2.3860 0.000
H -6.5125 1.0384 -2.3168 0.000
H -6.3158 -1.1959 -1.2492 0.000
H -4.1299 -1.8607 -0.2348 -0.001
H -2.3054 -0.3680 -0.2011 -0.101
H -0.1289 3.9656 -1.1454 -0.007
H -0.2270 6.3248 -0.4376 0.001
H -2.4048 7.3384 0.2131 0.001
H -4.4430 5.9295 0.1883 0.000
H -4.3243 3.5870 -0.5034 0.009
H 1.4427 -1.1269 -5.4330 0.000
H 1.2183 -3.2763 -6.5997 0.000
H -0.8546 -4.6150 -6.3706 0.000
H -2.6940 -3.7636 -4.9240 0.000
H -2.4504 -1.6339 -3.7487 0.000
H 0.3110 1.1021 -6.1130 0.000
H 2.2113 2.5537 -6.7103 0.000
H 3.8510 3.2339 -4.9694 0.000
H 3.5737 2.3965 -2.6525 0.000
H 1.6940 0.9266 -2.0855 -0.016
C -0.3921 -5.4518 -2.0826 0.000
N 0.2293 -4.2247 -1.6190 0.000
C 1.5431 -3.9707 -1.8384 0.000
C 2.1268 -2.8348 -1.4689 0.007
C 1.2824 -1.8564 -0.8036 -0.010
O 1.6407 -0.6807 -0.5499 -0.010
N 0.0062 -2.1669 -0.4991 0.016
C -0.5945 -3.2950 -0.9557 -0.008
O -1.7854 -3.5621 -0.8381 -0.001
H 0.2510 -5.9033 -2.8369 0.000
H -1.3607 -5.2222 -2.5168 0.000
H -0.5465 -6.1544 -1.2622 0.000
H 2.0837 -4.7574 -2.3523 0.001
H 3.1682 -2.6257 -1.6530 0.000

=====

Here are the calculated electronic energy numbers, same order: -3866.39891; -3729.66034 (hartree).
Here are the calculated relative energy (zero: lowest compared OMol25 entry of this formula, charge and spin) numbers, same order: 0.0000; 0.0000 (eV).